Record 1
ORCA calculation (wB97M-V/def2-TZVPD) on 2 unconnected molecules or ions with the total composition C5H14NO.

Last column: Löwdin charge in e.
Positions of all 21 atoms, in Å:
1 H 1.2928 0.1889 -2.0216  0.12
2 H 2.4179 -1.1389 -0.4872  0.10
3 H -0.7123 -1.4357 -0.5073  0.16
4 N 0.1675 0.2135 0.5092  0.07
5 C 0.2352 -0.0016 -1.8674  -0.10
6 C 1.4546 -1.6564 -0.4420  -0.05
7 H 0.2234 2.0432 -2.0412  0.11
8 C -0.4908 1.3748 -1.5640  -0.12
9 C -0.5274 1.4420 -0.0265  -0.11
10 H -0.5021 -0.0505 3.7943  0.10
11 C 0.1951 -0.8362 -0.5639  -0.31
12 H 1.1533 0.4052 0.6316  0.17
13 O -0.8830 -0.4099 2.9614  -0.05
14 H -0.1494 2.3527 0.4437  0.13
15 H -0.3533 -0.4002 -2.6891  0.13
16 H 1.4556 -2.4096 -1.2313  0.10
17 H 1.4920 -2.2294 0.4929  0.09
18 H -1.8274 -0.5295 3.1958  0.09
19 H -0.3029 0.0403 1.4213  0.11
20 H -1.4855 1.6786 -1.8670  0.12
21 H -1.5379 1.4187 0.3854  0.13

energy above the lowest of the compared OMol25 structures with the same formula, charge and spin	15.3	kcal per mole
HOMO level	-0.561	hartree
total charge	+1
LUMO	-2.974	eV

Record 2
ORCA calculation (wB97M-V/def2-TZVPD) on a molecular structure, C18H17F5GeO3OsS2.

Last column: Löwdin charge in e.
Positions of all 47 atoms, in Å:
1 C 1.7169 -4.6956 -1.9135  0.00
2 C -0.8539 -1.7962 4.6876  -0.04
3 H 2.5645 -1.1486 0.6147  -0.02
4 H -0.2999 5.9732 2.6110  0.11
5 F -2.0419 2.4686 -2.5412  0.15
6 H -1.7149 -4.8334 -1.9443  0.13
7 C -1.1711 -1.6255 2.3129  -0.11
8 C -0.5437 -3.4221 -0.8481  -0.04
9 H -1.3952 -2.9365 -0.3915  0.10
10 F -2.0692 -0.5546 -0.7632  0.04
11 C 0.7685 -2.9143 -0.5957  -0.22
12 C 1.8936 -3.6447 -1.0606  -0.06
13 H 1.7450 2.5867 -4.4022  0.10
14 C -1.6998 -1.7520 3.5858  -0.06
15 C 1.3721 3.5314 -4.0203  0.06
16 C 0.5664 5.9122 1.9549  0.02
17 C -1.7971 0.7764 -0.9125  -0.52
18 H 1.4284 6.3955 2.3984  0.12
19 H -1.2678 -1.9024 5.6813  0.12
20 H 2.5615 -5.2173 -2.3425  0.13
21 F -3.6716 1.0595 -2.3190  0.21
22 F -2.5136 1.4324 0.0274  0.03
23 H -2.7705 -1.8194 3.7231  0.12
24 O 0.8771 1.1079 -2.7114  -0.04
25 F -1.8249 0.4259 -3.2485  0.18
26 S 0.6338 1.9914 1.3443  0.68
27 H 2.8889 -3.3186 -0.7870  0.11
28 H 1.1795 -1.7605 5.3734  0.12
29 C 1.0535 -1.5922 3.2424  -0.12
30 H -1.8472 -1.5894 1.4673  0.08
31 O 0.9918 3.3790 -2.6013  -0.01
32 H 2.1359 4.3000 -4.0295  0.11
33 C 0.4038 -5.1238 -2.2314  0.06
34 H 0.3624 6.3103 0.9620  0.10
35 C 0.7732 2.2120 -2.1488  -0.57
36 H 0.2710 -5.9934 -2.8628  0.14
37 S -1.3382 4.0416 0.6077  1.03
38 O 0.9512 4.5040 1.8274  -0.12
39 C 0.5225 -1.7169 4.5154  -0.05
40 Ge 1.0431 -1.2098 0.4009  0.85
41 C -2.3578 1.1868 -2.2974  -0.61
42 H 0.4796 3.8539 -4.5471  0.11
43 Os 0.2272 1.0010 -0.6389  1.03
44 C 0.2122 -1.5410 2.1257  -0.38
45 C -0.7251 -4.4749 -1.6988  -0.01
46 H 2.1294 -1.5440 3.1189  0.10
47 C 0.1505 3.6773 1.2748  -1.15

HOMO level (spin up / spin down)	-0.519 / -0.529	hartree
multiplicity	5
total charge	+2
LUMO (spin up / spin down)	-7.015 / -9.801	eV

Record 3
ORCA calculation (wB97M-V/def2-TZVPD) on a molecular structure, C15H20AuBBrF4NOSe.

Last column: Löwdin charge in e.
Positions of all 45 atoms, in Å:
1 F -2.1295 -5.2241 -0.0274  -0.17
2 B -1.0734 -6.4424 0.0433  -1.17
3 C -1.8861 1.5315 0.0257  -0.53
4 H 2.7836 -1.2928 0.0073  0.10
5 H -3.6029 1.8116 1.3028  0.09
6 F -0.9524 -6.8157 -1.2482  0.20
7 C 3.1878 1.4870 -0.0274  -0.56
8 Se -6.6756 -3.1307 -0.1359  0.59
9 C 3.2504 2.3815 1.2185  -0.04
10 F -1.6603 -7.3018 0.8960  0.21
11 Br 0.5828 -3.2501 0.0785  1.09
12 C 1.8940 0.6779 -0.0054  -0.16
13 H 4.1527 2.9273 -1.3259  0.09
14 H 0.6805 2.4255 -0.0093  0.10
15 C -2.6885 1.2168 1.2973  -0.03
16 H -2.9987 0.1468 -1.2624  0.07
17 F 0.0534 -5.8194 0.5520  0.04
18 H 4.4682 -0.0441 0.8579  0.09
19 C -0.5802 0.7342 0.0205  -0.07
20 H -2.1129 1.4745 2.1883  0.09
21 H 2.4262 3.0944 1.2455  0.08
22 C 4.4200 0.5833 -0.0339  -0.07
23 H 4.4468 -0.0602 -0.9150  0.09
24 H -3.6275 1.7903 -1.2224  0.09
25 H 2.3969 3.0724 -1.3100  0.08
26 H -2.1550 1.4381 -2.1309  0.09
27 C -2.7130 1.1955 -1.2247  -0.03
28 C -4.9332 -3.1074 -0.1044  -0.93
29 H 3.1603 1.7464 -2.1897  0.09
30 N -3.7630 -3.0662 -0.0901  -0.12
31 C -0.5722 -0.6779 0.0324  -0.34
32 H -1.0581 3.3651 0.8888  0.09
33 C 1.8778 -0.7049 0.0087  -0.06
34 O -1.7603 -1.3248 0.0407  -0.27
35 Au -1.8374 -3.2631 0.0197  1.21
36 H 5.3189 1.2000 -0.0502  0.09
37 C 0.6609 1.3469 0.0017  0.04
38 H 4.1820 2.9496 1.2234  0.09
39 C 0.6432 -1.3326 0.0259  -0.49
40 H -1.0758 3.3499 -0.8853  0.09
41 C -1.6163 3.0379 0.0100  -0.07
42 H -2.5723 3.5615 0.0150  0.09
43 C 3.2215 2.3597 -1.2896  -0.04
44 H 3.2101 1.7839 2.1302  0.09
45 H -2.9733 0.1687 1.3583  0.08

energy above the lowest of the compared OMol25 structures with the same formula, charge and spin	0.0	kcal per mole
HOMO level	-0.311	hartree
LUMO	-3.103	eV

Record 4
ORCA calculation (wB97M-V/def2-TZVPD) on a single C4H6S molecule.

Last column: Löwdin charge in e.
Positions of all 11 atoms, in Å:
1 C -0.5624 -0.4390 -0.3391  -0.23
2 H -2.8589 -0.3121 -0.4175  0.05
3 H 2.1200 1.4072 0.4990  0.05
4 H 1.0516 1.2224 -1.0889  0.11
5 H -2.1693 -0.5766 0.9638  0.03
6 C 1.5956 0.7983 -0.1804  -0.43
7 S 2.0787 -0.9016 -0.0930  0.85
8 H -0.3904 -0.4947 -1.3555  0.07
9 H 0.3960 -0.1096 1.5612  0.11
10 C -1.8707 -0.4621 -0.0490  0.02
11 C 0.6097 -0.1321 0.4996  -0.64

SMILES	C=C[C@@H]1CS1
energy above the lowest of the compared OMol25 structures with the same formula, charge and spin	39.9	kcal per mole
HOMO level	-0.327	hartree
LUMO	1.052	eV

Record 5
ORCA calculation (wB97M-V/def2-TZVPD) on 2 unconnected molecules or ions with the total composition CH2O2S2.

Last column: Löwdin charge in e.
Positions of all 7 atoms, in Å:
1 O 2.3971 -0.1486 0.3602  -0.71
2 H -1.6286 -1.3561 0.7832  -0.01
3 C -1.1204 -0.7305 0.1327  -0.29
4 S -1.8449 0.5516 -0.5422  0.88
5 S 3.0386 1.1072 0.2199  0.73
6 O -0.7851 1.4296 -1.0814  -0.59
7 H -0.0567 -0.8532 0.1276  0.00

energy above the lowest of the compared OMol25 structures with the same formula, charge and spin	66.9	kcal per mole
HOMO level (spin up / spin down)	-0.332 / -0.332	hartree
LUMO (spin up / spin down)	-1.266 / -1.271	eV

Record 6
ORCA calculation (wB97M-V/def2-TZVPD) on 3 unconnected molecules or ions with the total composition C16H37N5O8P.

Last column: Löwdin charge in e.
Positions of all 67 atoms, in Å:
1 H -5.0082 6.6667 2.9574  0.13
2 O 2.1060 -1.5749 -6.4084  -0.03
3 H -0.4415 1.2948 3.3991  0.12
4 C -4.8496 4.7725 1.9577  -0.06
5 H -5.6348 4.3020 2.5485  0.09
6 H -0.6362 4.7370 3.2285  0.09
7 C -0.8799 -2.8781 5.4769  -0.25
8 C 0.0944 -0.6361 1.9003  -0.29
9 N 0.4438 1.3390 0.8418  0.19
10 H 0.7155 -0.3789 2.7796  0.16
11 H 1.9730 -3.6075 1.3369  0.08
12 H -4.1052 4.0094 1.7262  0.06
13 C 1.6047 -2.7268 -6.9121  -0.52
14 H 2.5987 1.0788 -8.4470  0.09
15 C -2.5052 5.0160 4.1756  -0.53
16 O -3.7394 5.5238 4.0024  0.01
17 H 1.1328 -3.3651 4.8120  0.06
18 C -0.6671 0.6475 1.5958  -0.29
19 C 1.0583 0.3670 0.1423  -0.33
20 H -1.5184 -3.1813 6.3047  0.11
21 H 0.7992 -3.8437 6.4580  0.07
22 H -0.5610 -1.8539 5.6797  0.10
23 H 0.1181 2.1119 0.2705  0.16
24 H -1.5321 0.5238 0.9466  0.18
25 O 1.0112 -1.0294 -2.8524  -0.07
26 O -1.0685 1.3962 2.6681  0.03
27 P 2.3000 -0.4385 -2.1764  0.38
28 C -1.6847 4.6011 2.9736  0.00
29 H -5.2824 5.1268 1.0220  0.08
30 H 3.4727 -0.1060 -6.4414  0.11
31 C 1.6068 -2.9596 -8.4001  0.02
32 H 1.3613 -0.1632 -8.6606  0.07
33 H 0.6550 -2.6134 -8.8024  0.10
34 H -3.4699 6.4426 2.1535  0.11
35 N 2.3552 -2.9475 0.6749  0.05
36 N -0.7178 -1.7892 2.1641  0.03
37 N 1.6167 0.6404 -1.0470  0.10
38 N 0.9532 -0.8541 0.7137  0.09
39 C 2.2358 -1.6061 1.1227  -0.20
40 H 1.5934 1.6111 -1.3298  0.14
41 C -1.6745 -2.9227 4.1557  -0.18
42 C 1.9870 0.3426 -7.9259  -0.06
43 H -0.0862 -2.5468 2.4034  0.09
44 C 2.8683 -0.6338 -7.1777  -0.23
45 H 0.1196 -4.7787 5.1123  0.07
46 C -1.6273 -1.6346 3.3276  -0.19
47 H 3.0774 -1.0180 0.7693  0.11
48 O 1.1197 -3.4974 -6.1299  0.10
49 H -1.3165 -3.7579 3.5482  0.11
50 H -2.6240 -1.4354 2.9360  0.12
51 O -2.1023 4.8392 5.2911  0.11
52 O 2.9070 0.6169 -3.1899  -0.09
53 O 3.2766 -1.3691 -1.6332  -0.21
54 H -2.7160 -3.1485 4.3781  0.11
55 H -1.8673 3.5431 2.7940  0.06
56 H 3.8555 0.4311 -3.2947  0.11
57 H 1.2215 -1.6921 -3.5381  0.11
58 C -4.2434 5.9284 2.7254  -0.23
59 H 1.9633 -3.1094 -0.2400  0.08
60 H -1.8851 5.1649 2.0653  0.07
61 H 2.4158 -2.4650 -8.9304  0.07
62 C 0.3571 -3.7761 5.4655  -0.11
63 H 1.6847 -4.0296 -8.5705  0.10
64 H 3.5584 -1.1560 -7.8406  0.12
65 H 2.2323 -1.6192 2.2102  0.12
66 H 1.3288 0.8645 -7.2312  0.08
67 H -1.3340 -0.7954 3.9644  0.10

HOMO level	-0.441	hartree
total charge	+1
LUMO	-3.038	eV

Record 7
ORCA calculation (wB97M-V/def2-TZVPD) on 2 unconnected molecules or ions with the total composition CH3N3S2.

Last column: Löwdin charge in e.
Positions of all 9 atoms, in Å:
1 H 2.7822 -2.7970 0.6886  0.05
2 S -1.7329 -0.1125 -0.7087  0.42
3 N 1.6411 -1.4887 -0.1716  -0.31
4 S -3.1638 -1.0180 0.5524  0.32
5 H -3.5550 -0.1188 1.3932  -0.22
6 N 1.1924 -0.5883 -0.6304  0.16
7 C -1.6776 1.4277 -0.0957  -0.43
8 N 1.9527 -2.3260 0.5966  0.12
9 H -0.8517 1.9322 -0.4617  -0.11

energy above the lowest of the compared OMol25 structures with the same formula, charge and spin	84.2	kcal per mole
HOMO level	-0.322	hartree
LUMO	-0.242	eV

Record 8
ORCA calculation (wB97M-V/def2-TZVPD) on 15 unconnected molecules or ions with the total composition C22H68F6N17O24S2.

Last column: Löwdin charge in e.
Positions of all 139 atoms, in Å:
1 C -2.5753 -4.1566 -2.7557  -0.22
2 F 0.5722 2.1957 -2.7798  0.10
3 N 1.1938 -4.2695 2.4434  0.16
4 C -3.9847 1.3154 4.9085  -0.65
5 C 3.9142 0.6117 -5.5054  -0.64
6 O 3.7745 0.3518 -4.3417  0.09
7 C -0.6942 4.7822 -1.9007  -0.67
8 H 1.9150 2.1264 4.6487  0.11
9 H 0.7386 2.0662 -6.0828  0.10
10 H -4.6566 1.0645 6.7962  0.10
11 N -0.9719 -4.4298 1.6890  0.17
12 C 0.9220 2.5857 4.7425  -0.25
13 H 0.5108 5.1534 -3.5052  0.09
14 H 6.1847 -4.3808 -1.2171  0.09
15 O -1.8194 4.6133 -1.4686  0.04
16 N 5.4838 2.6649 3.1858  0.15
17 H -0.8183 -3.5447 1.2282  0.06
18 O -2.1384 -1.7890 5.1879  -0.09
19 H -3.6464 0.3670 0.4049  0.11
20 C 0.0718 1.7447 5.6530  -0.23
21 C -0.1469 1.1425 -3.2422  -0.66
22 N -2.9799 3.4192 1.7830  0.16
23 N 4.4456 0.5960 3.2626  0.16
24 N -4.0687 0.6318 6.1120  0.15
25 H -2.4450 3.1658 0.9656  0.07
26 H 4.5648 -0.3949 3.1608  0.10
27 H 5.7122 1.5493 -5.4244  0.09
28 C -4.8963 -1.0842 1.4425  -0.25
29 S -0.3034 -0.7392 0.4598  0.64
30 O 1.0853 3.8973 5.2658  -0.06
31 H -2.3388 -2.2382 6.0133  0.09
32 H 1.5304 3.8161 6.1161  0.08
33 N 0.8113 -2.6855 -2.3248  0.17
34 O -1.7189 -0.9699 0.5493  -0.28
35 N 2.8956 0.3446 -6.4369  0.14
36 H -4.0910 -1.8049 1.2441  0.10
37 H -1.9044 -4.7907 1.7679  0.10
38 O 0.8023 1.5544 6.8735  -0.07
39 O 5.5889 0.6418 -2.0680  -0.07
40 H -4.6430 -4.4085 -2.2237  0.12
41 O -4.6464 2.3245 4.7140  0.04
42 H -1.5819 2.9810 -5.8862  0.10
43 O -5.5705 -1.3141 2.6461  -0.07
44 N 5.0164 1.2235 -6.0669  0.15
45 C -4.1991 0.2649 1.3419  -0.26
46 H -3.6825 2.7926 2.1391  0.05
47 F 1.3665 0.9822 1.5686  0.16
48 H 0.8236 -4.5748 -3.8690  0.06
49 H 1.9957 -4.6401 2.9173  0.10
50 H 3.5508 0.9820 3.0253  0.06
51 O -1.7430 1.4485 -1.1894  -0.27
52 H -4.3494 -1.7583 3.9917  0.11
53 H -3.4786 -4.4671 -0.8444  0.12
54 H -4.9526 -1.4622 3.3683  -0.06
55 C -0.9146 3.3362 -6.6707  -0.23
56 N 0.2669 -0.0896 -0.9354  -0.30
57 O 0.4642 -1.8963 0.8483  -0.30
58 H 2.2123 -4.0296 -4.8531  0.08
59 C -3.2268 4.7666 1.9746  -0.66
60 N -0.4317 4.9679 -3.2296  0.16
61 H -5.0387 -3.7943 3.8048  0.11
62 H 0.3915 4.8001 -0.1407  0.10
63 N -2.3186 5.5627 1.3421  0.15
64 O -1.7335 -0.7284 -2.3508  -0.28
65 C 4.9946 1.3611 -0.9832  -0.23
66 H 1.3194 4.9814 -1.5921  0.09
67 O 1.0505 2.7886 -7.9818  -0.06
68 H -2.3268 6.5613 1.4016  0.10
69 H -1.2305 4.9214 -3.8343  0.10
70 H 2.0445 0.0867 -1.1438  0.00
71 H -2.4696 -3.7392 4.5411  0.13
72 H -2.7887 1.3014 3.1996  0.07
73 H 0.4739 2.7172 3.7580  0.11
74 O -0.2630 -5.6940 3.4547  -0.01
75 H -5.5228 1.3886 2.3444  0.09
76 C 0.1591 2.3357 -6.9729  -0.27
77 H 0.3148 4.4926 -5.6423  0.06
78 H 4.6032 2.9921 2.8373  0.08
79 O 2.8197 -2.2173 -3.3092  0.05
80 H 5.1476 0.7719 -0.0728  0.11
81 N 1.6523 -4.0318 -4.0237  0.14
82 H 5.3205 2.4023 -0.9741  0.11
83 F -0.7309 1.5945 1.5502  0.13
84 H 1.3975 -3.6785 1.6555  0.04
85 F 0.7331 0.3162 -3.7825  0.16
86 O -0.3996 4.6170 -6.2737  -0.08
87 H 5.0812 -5.3015 -0.2488  0.07
88 H -3.1752 -6.5476 -1.2837  0.08
89 O -5.0210 1.3864 1.5240  -0.04
90 O 3.0070 0.0403 -1.2750  -0.08
91 H -3.6894 -0.2958 6.1445  0.06
92 H -0.3300 1.4107 -7.3105  0.13
93 F -1.0458 1.6091 -4.0848  0.15
94 H -1.8121 5.1426 0.5784  0.04
95 H 6.3048 1.2005 -2.3799  0.07
96 H -2.5810 -3.0688 -2.6708  0.11
97 N 5.3731 -4.4223 -0.6333  0.13
98 O -4.1167 5.1603 2.7146  0.02
99 H 3.0553 -4.5652 0.1571  0.08
100 H 2.5068 -2.9546 -0.4271  0.07
101 H -3.5427 -1.7668 2.4948  0.07
102 H -1.2145 -5.5393 -2.5237  0.09
103 N 0.4526 4.7624 -1.1407  0.16
104 C 4.4522 -3.3815 -0.7426  -0.67
105 H -0.8644 2.2749 5.8483  0.12
106 H 5.0042 1.5084 -7.0263  0.08
107 H -5.6205 -1.1116 0.6269  0.14
108 O 4.7522 -2.3117 -1.2031  0.06
109 H -1.5840 -2.6488 3.4553  0.10
110 S -0.9986 0.3746 -1.7834  0.60
111 N -3.0428 0.8290 4.0495  0.17
112 H 3.0261 1.9112 -0.3355  0.10
113 H 0.7587 -1.7809 -1.8706  0.03
114 H -0.0421 -3.2324 -2.3494  0.05
115 C -3.7179 -2.4058 3.3610  -0.26
116 O 6.6305 0.8025 3.8448  0.02
117 N 3.1929 -3.6761 -0.2800  0.17
118 H -2.7569 -4.4311 -3.7986  0.12
119 H 0.7857 0.6213 7.0920  0.08
120 H -2.5874 -0.0256 4.3287  0.06
121 F -0.1188 0.0650 2.9086  0.13
122 C -3.6644 -4.7462 -1.8826  -0.22
123 H -0.1887 0.7690 5.2425  0.10
124 H -1.4734 3.5882 -7.5728  0.12
125 H 3.2416 1.8507 -2.1344  0.10
126 C -0.0315 -4.8545 2.5843  -0.68
127 C 5.5887 1.3211 3.4918  -0.68
128 C 3.4858 1.3642 -1.1775  -0.28
129 C 0.1165 0.5801 1.7024  -0.67
130 H 3.1766 0.1626 -7.3836  0.08
131 H 6.3397 3.1808 3.1552  0.09
132 H 2.0901 -0.0924 -6.0259  0.09
133 C 1.8066 -2.8814 -3.2418  -0.66
134 H 1.8508 2.2691 -7.8558  0.05
135 O -1.2984 -4.6047 -2.3079  -0.09
136 O -4.4968 -3.5542 3.0509  0.00
137 O -3.6681 -6.1743 -2.0189  -0.07
138 C -2.4389 -2.7329 4.1247  -0.15
139 H -3.3530 0.2608 2.0596  0.07

energy above the lowest of the compared OMol25 structures with the same formula, charge and spin	87.3	kcal per mole
HOMO level	-0.250	hartree
total charge	-1
LUMO	1.664	eV